Entry 1:
The following is a quantum chemistry calculation of a molecular structure, C14H15MnN4O4S2, from the OMol25 dataset.

As for the HOMO energy (spin up / spin down): -0.1311 / -0.1371 Ha. The value obtained for the gap between HOMO and LUMO (spin up / spin down) is 0.228 / 0.234 Eh. The energy relative to the best compared isomer or geometry (same formula, charge and spin) is 12.3 kJ/mol. As for the charge: -1. As for the expectation value of S²: 8.7570. Its multiplicity is 6.

```
40
Properties=species:S:1:pos:R:3:forces:R:3
Mn -0.404 0.512 -0.386 -0.026 -0.073 0.110
O 3.008 -3.580 -3.086 -0.023 0.442 0.076
C 2.250 -4.167 -2.172 0.072 0.149 -0.016
O 2.264 -5.364 -1.999 -0.021 -0.082 -0.021
C 1.387 -3.285 -1.346 -0.118 -0.071 0.129
C 0.561 -3.752 -0.334 0.026 0.215 -0.029
N -0.047 -2.684 0.210 0.259 -0.092 -0.280
N 0.334 -1.559 -0.390 0.072 -0.105 -0.133
C 1.189 -1.885 -1.340 -0.055 -0.104 0.137
C 1.695 -0.733 -2.176 0.039 -0.083 0.030
O 2.552 -0.979 -3.043 0.069 -0.160 0.017
O 1.181 0.380 -1.893 0.100 0.097 -0.074
H 2.901 -2.565 -3.081 -0.124 -0.292 -0.050
H 0.387 -4.756 0.007 0.008 -0.055 0.009
H -0.741 -2.593 0.947 -0.012 0.088 0.007
C -5.039 0.634 -0.490 -0.121 -0.028 -0.023
C -3.582 0.435 -0.147 0.295 -0.111 0.142
S -2.484 0.743 -1.512 -0.071 0.103 0.234
C -3.240 0.050 1.100 -0.023 0.151 -0.126
C -4.314 -0.186 2.138 -0.056 -0.019 0.059
S -1.583 -0.220 1.692 -0.274 -0.060 -0.046
H -5.162 0.788 -1.560 0.021 -0.001 -0.026
H -5.456 1.507 0.019 -0.010 0.064 0.046
H -5.650 -0.224 -0.200 -0.007 -0.042 0.027
H -4.947 -1.041 1.876 -0.025 -0.028 -0.019
H -4.976 0.677 2.246 -0.028 0.042 -0.014
H -3.871 -0.391 3.111 0.022 0.013 -0.027
N 1.454 0.927 2.359 0.114 -0.004 0.156
C 1.710 1.992 1.541 0.033 0.081 0.244
C 2.795 2.857 1.771 -0.089 -0.022 -0.075
C 2.997 3.905 0.907 0.019 0.090 -0.062
C 2.129 4.104 -0.170 -0.035 -0.199 0.162
C 1.103 3.200 -0.324 0.022 -0.050 -0.003
N 0.895 2.165 0.504 -0.103 0.096 -0.472
H 1.896 0.945 3.262 0.016 -0.011 -0.047
H 0.491 0.602 2.369 -0.055 0.021 -0.064
H 3.448 2.687 2.616 0.024 -0.005 0.016
H 3.831 4.578 1.067 -0.014 -0.005 -0.003
H 2.256 4.913 -0.871 0.031 0.058 -0.020
H 0.403 3.280 -1.150 0.048 -0.010 0.028
```
Positions in Å, forces in eV/Å.


Entry 2:
The following is a quantum chemistry calculation of 2 unconnected molecules or ions with the total composition C11H15N at a distorted geometry, from the OMol25 dataset.

Its SMILES is Cc1c[nH]c2ccccc12.CC. As for the HOMO energy: -0.2865 Ha. The value obtained for the gap between HOMO and LUMO is 0.321 Eh. The energy relative to the best compared isomer or geometry (same formula, charge and spin) is 46.8 kJ/mol.

```
27
Properties=species:S:1:pos:R:3:forces:R:3
C 0.746 2.260 3.311 -0.771 0.131 0.946
C 1.113 1.664 2.009 -0.423 0.121 -0.299
C 1.985 2.175 1.105 0.020 -0.035 0.002
N 1.974 1.412 -0.044 0.051 0.044 -0.410
C 1.049 0.407 0.086 0.000 -0.013 0.282
C 0.737 -0.671 -0.744 0.301 0.720 0.631
C -0.173 -1.573 -0.235 -0.428 -0.272 -1.499
C -0.884 -1.366 0.944 0.159 0.381 0.688
C -0.531 -0.323 1.783 0.279 -0.418 -0.197
C 0.470 0.552 1.359 0.080 -0.050 0.488
H 0.726 1.583 4.173 0.761 -0.218 -0.202
H -0.300 2.583 3.371 0.008 0.280 -0.622
H 1.358 3.129 3.537 0.104 -0.037 0.138
H 2.601 3.053 1.182 0.127 0.025 -0.014
H 2.466 1.624 -0.891 0.100 0.021 0.060
H 1.204 -0.725 -1.719 -0.053 -0.462 -0.003
H -0.385 -2.414 -0.884 -0.304 -0.121 0.183
H -1.720 -1.982 1.245 0.198 -0.414 -0.130
H -0.939 -0.281 2.784 -0.223 0.317 -0.055
C -1.956 -1.565 -3.776 1.440 0.415 -1.100
C -3.214 -2.409 -3.915 -0.154 0.888 0.287
H -1.054 -2.180 -3.698 -0.165 -0.227 0.462
H -1.670 -0.994 -4.667 -0.658 0.033 -0.231
H -1.903 -0.804 -2.998 -0.439 -0.392 0.402
H -4.083 -1.835 -3.590 -0.061 -0.094 0.090
H -3.106 -3.264 -3.269 -0.277 -0.486 0.138
H -3.439 -2.721 -4.932 0.328 -0.136 -0.033
```
Positions in Å, forces in eV/Å.


Entry 3:
The following is a quantum chemistry calculation of 9 unconnected molecules or ions with the total composition C9H39BClNO9P, from the OMol25 dataset.

As for the HOMO energy: -0.1569 Ha. The value obtained for the gap between HOMO and LUMO is 0.241 Eh. As for the charge: -1.

```
61
Properties=species:S:1:pos:R:3:forces:R:3
C 1.999 -0.486 2.153 -0.041 -0.143 -0.032
B 0.755 -1.386 1.590 -0.048 0.188 0.043
N 0.460 -2.621 2.441 -0.070 0.048 0.054
P -0.786 -0.118 1.710 -0.482 -0.076 0.044
O -2.030 -1.028 2.373 0.232 0.166 0.093
Cl -1.514 -0.061 -0.330 0.091 0.099 -0.045
H 1.713 0.226 2.935 -0.022 0.007 0.133
H 2.442 0.086 1.342 0.171 0.129 -0.136
H 2.782 -1.121 2.575 0.070 -0.105 -0.015
H 0.893 -1.582 0.385 -0.005 -0.031 -0.116
H -0.453 -3.008 2.235 -0.115 -0.052 0.073
H 1.110 -3.351 2.177 0.090 -0.090 0.052
H -2.650 -0.442 2.818 0.033 -0.041 -0.131
C 1.232 3.874 0.797 -0.051 0.148 -0.063
O 1.062 2.483 0.596 0.116 0.061 -0.058
H 2.279 4.100 0.596 -0.015 0.005 -0.004
H 0.616 4.477 0.123 0.004 -0.068 0.029
H 1.010 4.171 1.827 -0.016 -0.020 0.000
H 0.151 2.236 0.800 0.032 -0.141 0.146
C 2.459 1.293 -2.042 -0.096 -0.056 -0.012
O 1.848 0.022 -1.852 0.084 0.259 -0.099
H 3.223 1.179 -2.812 -0.034 -0.049 0.021
H 1.731 2.038 -2.374 0.013 0.008 -0.016
H 2.924 1.641 -1.124 0.105 0.055 0.011
H 1.171 0.104 -1.169 -0.026 -0.219 0.055
C 1.051 8.267 0.419 0.015 0.028 -0.001
O 0.395 7.057 0.754 0.013 -0.005 -0.031
H 1.808 8.020 -0.323 -0.009 -0.005 0.007
H 0.366 8.999 -0.020 0.001 -0.003 0.007
H 1.550 8.718 1.282 -0.008 -0.002 -0.002
H -0.280 7.235 1.413 -0.012 0.017 0.025
C 4.821 2.213 2.151 0.002 -0.085 0.000
O 4.069 2.144 0.958 -0.059 0.208 0.126
H 5.872 2.290 1.872 -0.010 -0.002 0.002
H 4.560 3.091 2.753 -0.003 0.002 0.007
H 4.688 1.315 2.763 0.003 0.008 0.007
H 3.141 2.002 1.199 -0.025 -0.131 -0.158
C 1.617 -2.936 -3.576 -0.043 -0.019 0.059
O 2.287 -1.749 -3.950 -0.017 -0.004 0.015
H 1.790 -3.680 -4.355 0.008 -0.002 -0.006
H 1.978 -3.334 -2.622 -0.015 0.007 -0.024
H 0.534 -2.782 -3.483 0.036 0.003 -0.018
H 2.142 -1.115 -3.225 -0.014 -0.026 -0.031
C -0.444 -5.023 -1.191 -0.087 0.111 -0.061
O 0.393 -4.202 -0.404 0.081 -0.193 -0.018
H 0.063 -5.982 -1.301 -0.004 -0.001 0.006
H -1.421 -5.194 -0.730 -0.006 0.001 0.012
H -0.605 -4.608 -2.194 0.009 -0.010 0.024
H -0.012 -3.339 -0.253 0.131 0.078 0.031
C -3.537 -3.044 0.170 0.058 0.080 0.000
O -3.787 -4.410 -0.166 -0.071 -0.076 -0.061
H -2.475 -2.858 0.029 -0.021 -0.040 -0.010
H -4.097 -2.358 -0.470 0.052 -0.015 0.034
H -3.775 -2.835 1.213 0.021 0.016 0.010
H -4.717 -4.585 -0.006 -0.017 -0.016 0.026
C -7.146 -1.944 -1.308 0.003 -0.003 -0.048
O -6.402 -1.216 -0.349 -0.022 -0.049 0.056
H -6.555 -2.821 -1.566 0.005 0.009 0.006
H -8.111 -2.279 -0.916 0.002 0.005 0.001
H -7.313 -1.369 -2.224 -0.005 0.002 0.011
H -6.878 -0.416 -0.115 -0.016 0.031 -0.031
```
Positions in Å, forces in eV/Å.


Entry 4:
The following is a quantum chemistry calculation of 2 unconnected molecules or ions with the total composition C14H21Br2F3N2O3S2Si, from the OMol25 dataset.

Its SMILES is FC(F)(Br)[C@@](F)(Br)CC[SiH2]CCCSC(=S)n1ccnc1.COC(=O)OC. As for the HOMO energy: -0.3309 Ha. The value obtained for the gap between HOMO and LUMO is 0.286 Eh. The energy relative to the best compared isomer or geometry (same formula, charge and spin) is 23.1 kJ/mol.

```
48
Properties=species:S:1:pos:R:3:forces:R:3
F -0.068 -4.674 4.596 0.111 0.141 0.191
C -1.116 -5.364 4.151 -0.577 -0.487 0.118
F -0.698 -6.169 3.159 0.212 0.167 -0.121
Br -1.790 -6.530 5.557 0.116 0.203 -0.166
C -2.170 -4.401 3.538 0.088 0.360 0.627
F -3.005 -5.162 2.799 -0.123 -0.227 -0.098
Br -3.244 -3.520 4.925 0.067 -0.136 -0.134
C -1.495 -3.315 2.722 -0.039 0.162 -0.701
C -2.372 -2.785 1.566 0.254 0.428 0.282
Si -3.192 -1.101 1.886 -0.036 -0.342 -0.323
C -3.029 -0.056 0.321 0.206 0.192 0.206
C -1.706 0.741 0.158 -0.196 -0.433 -0.252
C -0.494 0.163 0.888 0.183 0.586 -0.405
S 1.087 0.881 0.267 -0.343 0.265 -0.213
C 1.836 -0.492 -0.603 -0.116 -0.294 0.496
S 2.782 -1.528 0.201 0.062 -0.063 -0.029
N 1.632 -0.601 -1.974 0.582 0.050 -0.086
C 0.548 -0.246 -2.752 -0.014 0.064 -0.714
C 0.884 -0.575 -4.033 -0.242 0.275 0.693
N 2.157 -1.091 -4.082 0.305 -0.072 0.388
C 2.580 -1.106 -2.851 -0.330 -0.111 -0.750
H -0.550 -3.678 2.320 0.008 -0.312 -0.022
H -1.238 -2.496 3.383 0.161 -0.021 0.240
H -1.725 -2.656 0.700 0.049 0.009 -0.137
H -3.119 -3.507 1.254 -0.121 -0.113 0.032
H -4.604 -1.358 2.237 -0.054 0.213 0.024
H -2.500 -0.388 2.984 -0.067 -0.078 0.147
H -3.145 -0.706 -0.545 -0.085 -0.208 -0.010
H -3.858 0.647 0.271 -0.133 0.049 0.001
H -1.470 0.771 -0.898 -0.010 0.126 -0.224
H -1.859 1.777 0.443 0.093 0.125 0.225
H -0.392 -0.908 0.764 -0.084 -0.192 0.215
H -0.539 0.453 1.930 0.136 -0.344 0.252
H -0.341 0.197 -2.360 -0.098 0.083 0.192
H 0.284 -0.439 -4.912 -0.053 -0.041 -0.144
H 3.551 -1.441 -2.542 0.071 -0.011 0.271
C 2.362 7.350 -2.132 -0.018 0.180 0.004
O 3.121 6.235 -1.660 0.027 0.024 0.024
C 2.701 5.056 -2.117 0.044 0.005 0.048
O 1.773 4.879 -2.861 -0.055 -0.008 -0.037
O 3.486 4.109 -1.608 0.054 -0.017 0.033
C 3.148 2.785 -2.022 0.046 -0.269 -0.056
H 2.810 8.232 -1.685 0.064 -0.056 0.044
H 2.418 7.421 -3.216 -0.060 -0.055 -0.013
H 1.323 7.268 -1.818 -0.021 -0.049 -0.062
H 3.242 2.681 -3.102 -0.084 0.047 -0.016
H 2.138 2.530 -1.707 -0.041 0.069 -0.110
H 3.857 2.118 -1.537 0.063 0.121 0.068
```
Positions in Å, forces in eV/Å.


Entry 5:
The following is a quantum chemistry calculation of a molecular structure, C23H21N2O2S4W, from the OMol25 dataset.

As for the HOMO energy: -0.6404 Ha. The value obtained for the gap between HOMO and LUMO is 0.223 Eh. As for the charge: +3.

```
53
Properties=species:S:1:pos:R:3:forces:R:3
W 0.460 -0.588 -1.135 0.030 -0.013 -0.133
S 2.035 -1.916 -2.335 -0.004 0.008 -0.007
C 1.976 -2.404 -0.659 0.022 0.022 0.008
C 3.116 -2.343 0.201 -0.002 -0.010 -0.010
C 3.120 -3.053 1.366 -0.006 -0.004 0.002
C 2.000 -3.832 1.730 0.014 0.004 0.004
C 0.857 -3.899 0.946 -0.015 0.002 -0.016
C 0.861 -3.199 -0.241 -0.008 -0.029 0.008
S -0.492 -2.927 -1.333 0.023 0.043 0.033
C -1.900 -2.819 -0.203 -0.001 0.006 -0.002
C -2.615 -1.558 -0.589 0.019 -0.011 0.000
C -3.995 -1.527 -0.573 0.000 -0.001 -0.002
C -4.656 -0.356 -0.902 0.008 -0.002 0.001
C -3.898 0.750 -1.239 -0.001 -0.001 0.005
C -2.519 0.656 -1.251 0.018 -0.001 -0.002
C -1.702 1.851 -1.620 -0.005 0.007 -0.009
S -0.158 1.846 -0.682 -0.010 -0.003 0.018
C -0.807 1.839 0.970 -0.006 -0.001 0.006
C -1.410 2.985 1.469 0.009 0.003 -0.021
C -1.911 2.970 2.763 0.000 -0.011 0.008
C -1.790 1.828 3.544 -0.005 0.016 -0.004
C -1.159 0.694 3.049 0.000 -0.004 0.007
C -0.664 0.699 1.751 0.007 -0.021 -0.011
S 0.279 -0.693 1.202 -0.033 0.024 0.057
N -1.864 -0.482 -0.932 -0.042 0.020 0.003
H 3.986 -1.791 -0.126 0.004 0.000 0.006
H 3.992 -3.052 2.006 0.004 0.003 -0.004
H 2.038 -4.403 2.650 -0.004 -0.001 0.001
H 0.011 -4.497 1.255 0.000 0.000 0.003
H -1.537 -2.771 0.824 -0.006 -0.001 -0.001
H -2.533 -3.695 -0.337 0.006 -0.005 -0.005
H -4.544 -2.420 -0.305 -0.001 0.000 0.000
H -5.737 -0.309 -0.896 -0.001 0.003 -0.001
H -4.367 1.690 -1.498 -0.004 -0.001 0.000
H -2.224 2.778 -1.386 0.008 0.001 0.008
H -1.448 1.888 -2.680 0.000 -0.007 0.002
H -1.485 3.882 0.866 -0.001 0.003 0.002
H -2.388 3.855 3.163 0.000 0.002 0.000
H -2.177 1.822 4.554 0.000 -0.002 0.001
H -1.043 -0.181 3.675 0.005 -0.003 -0.004
C 3.991 3.471 -0.197 0.010 0.027 0.000
C 4.384 1.991 -0.320 -0.034 -0.066 -0.036
C 3.222 1.137 -0.510 0.015 -0.042 0.019
N 2.301 0.468 -0.656 -0.021 0.040 0.029
H 4.899 4.052 -0.053 -0.002 0.002 -0.002
H 3.342 3.638 0.662 0.000 -0.004 0.000
H 3.501 3.825 -1.101 -0.004 -0.003 0.000
H 4.899 1.632 0.575 0.015 0.018 -0.004
H 5.042 1.816 -1.176 0.021 0.023 0.016
O -0.554 -0.708 -3.107 -0.008 -0.012 -0.019
C 0.171 0.178 -3.634 -0.017 -0.017 0.011
O 0.994 0.735 -2.853 0.004 -0.005 0.031
H 0.098 0.445 -4.691 -0.001 0.004 0.003
```
Positions in Å, forces in eV/Å.